1.
The following is a quantum chemistry calculation of a single C5H8O2 molecule in a non-equilibrium geometry, from the OMol25 dataset.

```
! wB97M-V def2-TZVPD RIJCOSX def2/J DEFGRID3
* xyz 0 1
C 0.872 0.562 -1.521
C 0.232 0.109 -0.243
C 0.538 0.643 1.148
O 0.387 -0.682 1.721
C 0.358 -1.270 0.411
C -1.107 -0.457 -0.201
O -2.050 -0.173 0.749
H 1.964 0.553 -1.444
H 0.588 -0.101 -2.345
H 0.539 1.575 -1.768
H -0.194 1.352 1.556
H 1.554 1.027 1.278
H -0.513 -1.940 0.183
H -1.527 -0.831 -1.137
H -1.640 -0.366 1.613
*
```

As for the largest force on an atom: 1.41 eV/Å. The value obtained for the LUMO energy is 0.859 eV. For the orbital gap, the calculation gives 0.32647 hartree.

Löwdin charges in e: number 1, C, carries -0.0158; number 2, C, carries -0.4185; number 3, C, carries -0.0942; number 4, O, carries -0.1167; number 5, C, carries -0.0512; number 6, C, carries -0.2310; number 7, O, carries 0.0099; number 8, H, carries 0.0865; number 9, H, carries 0.0867; number 10, H, carries 0.0876; number 11, H, carries 0.1303; number 12, H, carries 0.1316; number 13, H, carries 0.1304; number 14, H, carries 0.1599; number 15, H, carries 0.1044

2.
The following is a quantum chemistry calculation of C5H8O2 as an isolated structure in a non-equilibrium geometry, from the OMol25 dataset.

```
! wB97M-V def2-TZVPD RIJCOSX def2/J DEFGRID3
* xyz 0 1
C -0.669 0.037 -0.746
C 0.096 0.954 0.190
C 1.535 0.690 -0.226
C 1.469 -0.773 -0.165
C -0.096 -0.965 0.073
H -1.870 0.245 0.681
H -0.600 0.150 -1.924
H -0.098 2.043 0.326
H 2.231 1.373 0.279
H 1.418 1.041 -1.233
H 1.913 -1.464 -1.024
H 1.992 -1.099 0.743
H -0.507 -1.879 0.193
O -2.107 0.018 -0.250
O -0.204 -0.027 1.151
*
```

As for the largest force on an atom: 6.47 eV/Å. The value obtained for the LUMO energy is 1.010 eV. For the orbital gap, the calculation gives 0.40019 hartree.

Löwdin charges in e: number 1, C, carries -0.2202; number 2, C, carries -0.2720; number 3, C, carries -0.1527; number 4, C, carries -0.1103; number 5, C, carries -0.2289; number 6, H, carries 0.0784; number 7, H, carries 0.1996; number 8, H, carries 0.1766; number 9, H, carries 0.1294; number 10, H, carries 0.1056; number 11, H, carries 0.1556; number 12, H, carries 0.1132; number 13, H, carries 0.1322; number 14, O, carries -0.0601; number 15, O, carries -0.0463

3.
The following is a quantum chemistry calculation of a single C5H8O2 molecule, from the OMol25 dataset.

```
! wB97M-V def2-TZVPD RIJCOSX def2/J DEFGRID3
* xyz 0 1
O 1.462 1.071 0.618
C 0.911 -0.038 1.307
C -0.288 -0.582 0.527
C 0.132 -0.926 -0.924
C -0.530 0.381 -1.378
O -1.922 0.196 -1.132
C -1.113 0.593 -0.035
H 0.707 1.546 0.266
H 0.624 0.256 2.328
H 1.705 -0.795 1.391
H -0.838 -1.331 1.100
H 1.213 -0.973 -1.076
H -0.357 -1.815 -1.332
H -0.204 0.991 -2.223
H -1.501 1.426 0.563
*
```

As for the largest force on an atom: 0.69 eV/Å. The value obtained for the LUMO energy is 1.014 eV. For the orbital gap, the calculation gives 0.40345 hartree.

Löwdin charges in e: number 1, O, carries -0.0654; number 2, C, carries -0.2238; number 3, C, carries -0.2186; number 4, C, carries -0.0659; number 5, C, carries -0.2059; number 6, O, carries 0.0032; number 7, C, carries -0.2177; number 8, H, carries 0.0552; number 9, H, carries 0.1182; number 10, H, carries 0.1259; number 11, H, carries 0.1420; number 12, H, carries 0.1192; number 13, H, carries 0.1189; number 14, H, carries 0.1534; number 15, H, carries 0.1613

4.
The following is a quantum chemistry calculation of a single C5H8O2S molecule in a non-equilibrium geometry, from the OMol25 dataset.

```
! wB97M-V def2-TZVPD RIJCOSX def2/J DEFGRID3
* xyz 0 1
O 1.562 -1.009 1.347
C 1.686 -0.569 0.233
C 0.565 -0.528 -0.766
O 0.543 0.761 -1.415
C -0.378 1.594 -0.787
C -0.534 1.417 0.717
C -1.161 0.133 1.105
S -1.033 -1.064 -0.253
H 2.624 -0.086 -0.128
H 0.860 -1.201 -1.567
H -0.011 2.632 -1.027
H -1.334 1.510 -1.335
H -1.042 2.309 1.043
H 0.417 1.571 1.220
H -0.693 -0.282 2.011
H -2.205 0.279 1.354
*
```

As for the largest force on an atom: 2.59 eV/Å. The value obtained for the LUMO energy is 0.719 eV. For the orbital gap, the calculation gives 0.36055 hartree.

Löwdin charges in e: number 1, O, carries 0.0575; number 2, C, carries -0.2397; number 3, C, carries -0.5946; number 4, O, carries -0.1499; number 5, C, carries -0.2697; number 6, C, carries -0.2416; number 7, C, carries -0.4526; number 8, S, carries 0.9779; number 9, H, carries 0.1445; number 10, H, carries 0.1184; number 11, H, carries 0.1403; number 12, H, carries 0.1196; number 13, H, carries 0.1130; number 14, H, carries 0.1165; number 15, H, carries 0.0814; number 16, H, carries 0.0789

5.
The following is a quantum chemistry calculation of a single C5H8O2S molecule in a non-equilibrium geometry, from the OMol25 dataset.

```
! wB97M-V def2-TZVPD RIJCOSX def2/J DEFGRID3
* xyz 0 1
O 3.188 -1.319 0.273
C 2.015 -0.734 0.570
C 0.889 -1.040 -0.073
C -0.459 -0.418 0.119
C -1.097 0.486 -0.961
O -2.416 0.213 -1.167
C -0.601 1.007 0.378
S -1.956 1.628 1.389
H 3.259 -1.835 -0.587
H 2.094 -0.075 1.494
H 0.773 -1.809 -0.923
H -1.203 -1.241 0.347
H -0.570 0.773 -1.835
H -2.877 0.847 -1.810
H 0.269 1.505 0.434
H -1.308 2.012 2.352
*
```

As for the largest force on an atom: 4.54 eV/Å. The value obtained for the LUMO energy is 0.786 eV. For the orbital gap, the calculation gives 0.33999 hartree.

Löwdin charges in e: number 1, O, carries -0.0297; number 2, C, carries -0.2217; number 3, C, carries -0.0829; number 4, C, carries -0.2679; number 5, C, carries -0.3640; number 6, O, carries -0.0500; number 7, C, carries -0.5323; number 8, S, carries 0.8290; number 9, H, carries 0.1403; number 10, H, carries 0.1537; number 11, H, carries 0.1431; number 12, H, carries 0.1679; number 13, H, carries 0.1365; number 14, H, carries 0.1496; number 15, H, carries 0.0664; number 16, H, carries -0.2380

6.
The following is a quantum chemistry calculation of a single C5H8O2S2 molecule in a non-equilibrium geometry, from the OMol25 dataset.

```
! wB97M-V def2-TZVPD RIJCOSX def2/J DEFGRID3
* xyz 0 1
O 2.278 2.025 -0.280
S 1.366 1.796 1.027
C -0.308 1.002 0.040
C 0.286 -0.085 -0.814
C 0.456 -1.367 -0.090
C -0.584 -1.471 1.053
O -1.781 -0.978 0.627
C -1.759 0.292 0.283
S -3.035 1.099 -0.375
H 2.107 2.848 -0.842
H -0.588 1.871 -0.643
H 1.291 0.294 -1.173
H -0.538 -0.247 -1.648
H 0.350 -2.254 -0.784
H 1.416 -1.436 0.436
H -0.804 -2.529 1.367
H -0.155 -0.858 1.816
*
```

As for the largest force on an atom: 3.12 eV/Å. The value obtained for the LUMO energy is -0.111 eV. For the orbital gap, the calculation gives 0.31264 hartree.

Löwdin charges in e: number 1, O, carries -0.5512; number 2, S, carries 0.8209; number 3, C, carries -0.3972; number 4, C, carries -0.2980; number 5, C, carries -0.1843; number 6, C, carries -0.2020; number 7, O, carries -0.0730; number 8, C, carries -0.7942; number 9, S, carries 0.7137; number 10, H, carries 0.1003; number 11, H, carries 0.0775; number 12, H, carries 0.1101; number 13, H, carries 0.1631; number 14, H, carries 0.1340; number 15, H, carries 0.1151; number 16, H, carries 0.1550; number 17, H, carries 0.1103

7.
The following is a quantum chemistry calculation of an isolated ion of composition C5H8O3 and charge -1, from the OMol25 dataset.

```
! wB97M-V def2-TZVPD RIJCOSX def2/J DEFGRID3
* xyz -1 2
O 0.757 -2.730 2.252
C -0.177 -2.167 1.643
O -1.374 -2.034 1.981
C 0.174 -1.464 0.297
C -0.161 0.021 0.353
C -0.166 0.699 -1.009
C 0.256 2.195 -0.916
O 0.347 2.741 -2.154
H 1.212 -1.601 -0.032
H -0.494 -1.955 -0.418
H -1.094 0.124 0.903
H 0.585 0.484 1.008
H -1.134 0.646 -1.498
H 0.510 0.168 -1.686
H -0.484 2.687 -0.274
H 1.242 2.186 -0.450
*
```

As for the largest force on an atom: 0.69 eV/Å. The value obtained for the LUMO energy (spin up / spin down) is 3.452 / 1.226 eV. For the orbital gap (spin up / spin down), the calculation gives 0.27812 / 0.19559 hartree.

Löwdin charges in e: number 1, O, carries -0.0914; number 2, C, carries -0.7623; number 3, O, carries -0.0932; number 4, C, carries -0.1551; number 5, C, carries -0.2309; number 6, C, carries -0.1808; number 7, C, carries -0.3471; number 8, O, carries -0.0106; number 9, H, carries 0.1021; number 10, H, carries 0.1036; number 11, H, carries 0.1064; number 12, H, carries 0.1144; number 13, H, carries 0.1092; number 14, H, carries 0.1090; number 15, H, carries 0.1140; number 16, H, carries 0.1127

8.
The following is a quantum chemistry calculation of a single C5H8O3 molecule in a non-equilibrium geometry, from the OMol25 dataset.

```
! wB97M-V def2-TZVPD RIJCOSX def2/J DEFGRID3
* xyz 0 1
C -0.940 1.127 1.221
C -0.304 0.285 0.148
C -1.054 0.173 -1.141
C 0.823 -0.425 0.420
O 1.624 -0.246 1.501
C 1.083 -1.794 -0.183
O 0.539 -2.729 -0.630
O 2.056 -0.765 -1.030
H -0.546 2.151 1.209
H -2.022 1.212 1.084
H -0.793 0.735 2.232
H -1.292 -0.846 -1.451
H -2.043 0.631 -1.149
H -0.576 0.606 -2.018
H 1.589 0.682 1.767
H 1.856 -0.797 -1.979
*
```

As for the largest force on an atom: 4.53 eV/Å. The value obtained for the LUMO energy (spin up / spin down) is 0.013 / 0.012 eV. For the orbital gap (spin up / spin down), the calculation gives 0.28872 / 0.28870 hartree.

Löwdin charges in e: number 1, C, carries -0.0669; number 2, C, carries -0.2789; number 3, C, carries -0.0656; number 4, C, carries -0.3378; number 5, O, carries 0.0851; number 6, C, carries -0.1697; number 7, O, carries 0.1967; number 8, O, carries -0.0291; number 9, H, carries 0.0788; number 10, H, carries 0.0773; number 11, H, carries 0.0798; number 12, H, carries 0.0751; number 13, H, carries 0.0740; number 14, H, carries 0.0769; number 15, H, carries 0.1213; number 16, H, carries 0.0831

Energy relative to the best compared isomer or geometry (same formula, charge and spin)? In order: 432.4, 356.1, 268.6, 126.3, 298.1, 215.2, 0.0, 367.3 kJ/mol.